No. 1
ORCA calculation (ωB97M-V/def2-TZVPD) on one molecule with the formula C5H5Cl in a non-equilibrium geometry.

Each line ends with the Löwdin charge.
Geometry (Å):
C  0.002  2.131  2.892  0.131
C  0.050  1.280  2.023  -0.122
C  0.293  0.277  1.050  -0.164
C  0.424  0.496  -0.213  -0.205
C  0.806  -0.623  -1.141  -0.560
Cl  -0.733  -1.371  -1.715  0.519
H  -0.262  2.856  3.583  0.007
H  0.233  -0.752  1.382  0.122
H  0.322  1.437  -0.718  0.116
H  1.272  -0.174  -2.030  0.069
H  1.451  -1.427  -0.727  0.086

## Properties
**Kohn-Sham gap**: 9.9 eV
**LUMO level**: 0.55 eV
**DFT total energy**: -653.61546 Eh
**Total charge**: 0
**HOMO**: -9.374 eV
**SMILES**: C#C/C=C/CCl

---

No. 2
ORCA calculation (ωB97M-V/def2-TZVPD) on C12H24Cl3FeO4 as an isolated structure in a non-equilibrium geometry.

Each line ends with the Löwdin spin population.
Geometry (Å):
Fe  -22.519  17.896  17.814  3.956
Cl  -20.394  17.052  20.011  0.088
Cl  -20.972  20.412  16.360  0.912
Cl  -25.297  17.754  16.243  0.039
C  -24.170  22.768  20.456  0.000
C  -23.650  21.384  20.902  0.000
O  -23.570  20.445  20.097  0.002
C  -23.391  21.108  22.377  0.000
H  -24.137  22.879  19.373  0.000
H  -23.594  23.553  20.946  0.000
H  -25.212  22.869  20.761  0.000
H  -23.764  20.093  22.516  0.000
H  -24.090  21.767  22.893  0.000
H  -22.387  21.285  22.761  0.000
C  -25.047  11.966  17.792  0.000
C  -23.850  12.586  18.462  0.000
O  -23.483  13.708  18.176  0.001
C  -23.090  11.791  19.463  0.000
H  -25.950  12.546  17.985  0.000
H  -25.302  10.991  18.208  0.000
H  -24.849  11.865  16.725  0.000
H  -22.239  12.328  19.882  0.000
H  -22.647  10.903  19.012  0.000
H  -23.722  11.394  20.257  0.000
C  -26.832  14.824  21.826  0.000
C  -26.470  16.275  21.519  0.000
O  -25.434  16.548  20.944  0.000
C  -27.504  17.328  21.788  0.000
H  -25.894  14.285  21.965  0.000
H  -27.458  14.341  21.076  0.000
H  -27.375  14.846  22.770  0.000
H  -27.357  18.153  21.090  0.000
H  -27.387  17.730  22.795  0.000
H  -28.517  16.935  21.701  0.000
C  -18.427  15.699  14.356  0.000
C  -19.935  15.773  14.226  0.000
O  -20.687  16.075  15.170  0.001
C  -20.542  15.535  12.849  0.000
H  -18.142  16.028  15.355  0.000
H  -18.031  16.292  13.532  0.000
H  -18.181  14.646  14.215  0.000
H  -19.874  15.192  12.058  0.000
H  -20.947  16.474  12.472  0.000
H  -21.373  14.841  12.977  0.000

## Properties
**Kohn-Sham gap (spin up / spin down)**: 6.8 / 4.0 eV
**Multiplicity**: 6
**LUMO level (spin up / spin down)**: -2.41 / -5.21 eV
**DFT total energy**: -3416.65961 Eh
**Total charge**: 0
**HOMO (spin up / spin down)**: -9.243 / -9.172 eV

---

No. 3
ORCA calculation (ωB97M-V/def2-TZVPD) on CH5BrN as an isolated structure in a non-equilibrium geometry.

Each line ends with the Löwdin charge.
Geometry (Å):
C  0.248  -0.690  0.032  -0.134
N  0.949  0.349  -0.056  0.134
Br  -2.234  -0.009  0.070  0.745
H  -0.221  -1.211  -0.699  0.028
H  0.412  -1.399  0.826  0.127
H  -1.506  1.106  -0.010  -0.267
H  1.315  0.974  0.752  0.215
H  1.037  0.879  -0.915  0.152

## Properties
**Kohn-Sham gap**: 10.5 eV
**LUMO level**: -5.46 eV
**DFT total energy**: -2669.53856 Eh
**Total charge**: +1
**HOMO**: -15.933 eV

---

No. 4
ORCA calculation (ωB97M-V/def2-TZVPD) on a 2-piece molecular cluster, C4H11NO2 overall in a non-equilibrium geometry.

Each line ends with the Löwdin charge.
Geometry (Å):
C  0.455  1.968  0.467  -0.079
C  1.112  0.781  1.186  -0.439
N  0.447  0.524  2.522  0.019
C  1.059  -0.472  0.339  -0.156
C  1.370  -1.741  1.117  -0.250
O  1.264  -2.791  0.534  0.039
H  -0.622  1.966  0.265  0.084
H  0.769  2.026  -0.579  0.071
H  0.889  2.801  0.986  0.067
H  2.133  1.047  1.519  0.139
H  1.049  0.868  3.277  0.077
H  -0.523  0.786  2.549  0.063
H  1.648  -0.362  -0.581  0.124
H  0.090  -0.537  -0.204  0.133
H  1.618  -1.596  2.178  0.111
O  -4.518  -2.022  -5.081  -0.061
H  -3.571  -2.030  -4.913  0.031
H  -4.671  -1.216  -5.583  0.030

## Properties
**Kohn-Sham gap**: 9.9 eV
**LUMO level**: 0.82 eV
**DFT total energy**: -364.19946 Eh
**Total charge**: 0
**HOMO**: -9.094 eV
**SMILES**: C[C@@H](N)CC=O.O

---

No. 5
ORCA calculation (ωB97M-V/def2-TZVPD) on C2H2ClN3 as an isolated structure in a non-equilibrium geometry.

Each line ends with the Löwdin charge.
Geometry (Å):
C  -1.619  0.116  0.094  -0.385
C  -0.556  -0.657  -0.355  -0.622
N  -2.400  0.949  0.257  0.138
N  1.722  0.594  0.044  -0.070
N  2.385  1.164  0.817  0.181
Cl  0.413  -1.297  0.960  0.617
H  -0.532  -1.224  -1.265  0.062
H  0.588  0.355  -0.552  0.080

## Properties
**Kohn-Sham gap**: 8.9 eV
**LUMO level**: -0.72 eV
**DFT total energy**: -701.76105 Eh
**Total charge**: 0
**HOMO**: -9.602 eV

---

No. 6
ORCA calculation (ωB97M-V/def2-TZVPD) on one molecule with the formula CH2O4S in a non-equilibrium geometry.

Each line ends with the Löwdin charge.
Geometry (Å):
C  0.514  -0.667  -1.224  -0.359
O  0.128  1.467  1.237  -0.294
O  -0.479  0.273  -1.031  -0.269
O  -1.268  -0.771  1.062  -0.400
O  1.149  -1.030  -0.310  0.106
S  -1.114  0.569  0.551  1.001
H  0.460  -0.830  -2.245  0.122
H  0.610  0.990  1.960  0.093

## Properties
**Kohn-Sham gap**: 11.2 eV
**LUMO level**: 0.60 eV
**DFT total energy**: -738.41669 Eh
**Total charge**: 0
**HOMO**: -10.553 eV

---

Listing relative energy (zero: lowest compared OMol25 entry of this formula, charge and spin) for the structures above in their given order: 40.99; 190.57; 25.02; 43.12; 65.05; 20.70 kcal per mole.